Density functional theory data (ωB97M-V with the def2-TZVPD basis set) for an isolated molecule of C23H34N4OS.

Geometry as XYZ:
```
63
Properties=species:S:1:pos:R:3:forces:R:3
S -3.96202 2.64075 0.15145 -0.2 -0.1 -0.4
O 1.28280 0.94051 0.17244 0.1 0.1 0.3
N 4.40678 -1.99526 1.15007 0.1 0.0 -0.2
N -6.14345 3.24070 -1.36844 -0.3 0.3 0.0
N 1.24569 -0.72651 -1.35181 0.0 -0.2 -0.3
N -4.39141 2.08515 -2.36556 -0.6 0.0 -0.7
C -6.84558 3.63580 -0.17137 -0.1 -0.2 0.4
C -2.28398 0.99464 -2.97904 -0.2 0.0 0.0
C -7.00236 3.06562 -2.52191 -0.1 -0.3 -0.4
C 2.29470 -2.52102 -0.01756 0.3 0.1 -0.1
C -7.89810 2.58744 0.19615 -0.1 0.3 -0.1
C 6.31010 -3.19364 2.22411 0.0 0.2 -0.1
C 6.60416 -0.87471 1.21016 -0.2 -0.1 -0.3
C -1.04455 0.57269 -2.54569 0.1 0.0 0.1
C 6.17450 0.08596 0.10926 0.1 0.0 0.3
C -1.46869 1.42072 -0.32425 0.1 -0.1 0.0
C -0.63011 0.77095 -1.22550 -0.2 0.2 0.1
C -8.85169 2.38201 -0.97919 0.1 -0.3 0.0
C 5.84680 -2.20883 1.13288 0.4 -0.1 0.1
C 5.81228 -2.77906 3.60654 -0.1 -0.2 -0.1
C -8.06423 2.00400 -2.23220 0.0 0.3 0.0
C 0.71011 0.35160 -0.72497 0.0 -0.1 -0.3
C 3.92045 -1.61028 2.46240 -0.1 -0.1 0.2
C 2.49616 -1.30993 -0.92870 0.1 0.0 0.3
C -4.94859 2.63960 -1.34473 0.7 0.0 0.6
C -2.71053 1.82934 -0.75321 -0.1 0.0 -0.3
C 4.29794 -2.59620 3.57479 0.1 0.2 -0.1
C -3.14258 1.62396 -2.08337 0.6 -0.1 0.6
C 3.63443 -3.04251 0.51195 -0.3 -0.1 0.0
H 6.08797 -3.53899 4.34235 0.0 0.1 0.0
H 7.39980 -3.25884 2.21794 0.0 -0.1 0.0
H 7.67127 -1.08915 1.11484 0.0 0.0 0.1
H 3.07832 -1.59133 -1.81091 0.1 0.0 0.0
H -7.39603 1.64679 0.43184 0.0 0.0 0.1
H 3.81802 -3.56113 3.39403 0.0 0.0 0.0
H -9.57543 1.60073 -0.74149 -0.1 0.1 0.0
H 0.66619 -1.26940 -1.97133 -0.1 0.1 0.1
H 5.91537 -4.18579 1.98859 0.0 -0.1 0.0
H -7.56903 1.04304 -2.08020 0.0 -0.1 -0.1
H 5.12224 0.33048 0.21697 -0.1 0.1 -0.1
H -9.40417 3.30680 -1.16295 -0.1 0.0 0.0
H 6.09002 -2.64697 0.15621 0.0 0.1 0.1
H -0.37368 0.11258 -3.25685 0.1 0.0 -0.1
H 2.83743 -1.49524 2.41162 0.0 0.1 0.0
H 4.33767 -0.62836 2.69782 -0.1 0.1 0.1
H -7.33482 4.59601 -0.37006 0.1 0.0 0.1
H -6.37766 2.77636 -3.36641 -0.1 0.1 0.1
H -1.13072 1.59120 0.68588 0.1 0.0 0.1
H -7.48184 4.02701 -2.73443 0.0 0.0 0.0
H 6.28608 -1.84250 3.90626 0.0 0.0 0.1
H -6.13133 3.77213 0.64197 -0.1 0.1 0.0
H 4.21360 -3.41266 -0.33884 0.0 0.0 0.1
H -8.73201 1.91224 -3.08941 0.0 -0.1 -0.1
H 3.03498 -0.54165 -0.37281 0.0 -0.1 -0.2
H 6.44946 -0.40076 2.17845 0.1 0.0 0.1
H 1.64635 -2.22783 0.80921 -0.1 0.0 0.0
H 6.32409 -0.36334 -0.86996 0.0 0.0 -0.2
H 3.93768 -2.21929 4.53347 -0.1 0.0 0.0
H 3.43656 -3.90111 1.17532 0.1 0.0 -0.1
H 6.75380 1.00514 0.16013 0.0 0.1 -0.1
H -2.60040 0.85387 -4.00031 0.0 0.0 -0.1
H -8.44525 2.91342 1.08129 0.0 0.0 0.1
H 1.79642 -3.32695 -0.56292 -0.1 0.0 0.0
```
Positions in Å, forces in eV/Å.

Calculated values
Kohn-Sham gap: 8.6 eV
Electronic energy: -43247.8242 eV
Max |F|: 0.0184 Eh/bohr
SMILES: CC[C@H]1CCCCN1CCCNC(=O)c1ccc2nc(N3CCCCC3)sc2c1